No. 1
C4H9BrP2 | wB97M-V/def2-TZVPD

calculated total energy = -92911.41061 eV

ORCA input file:
```
! wB97M-V def2-TZVPD RIJCOSX def2/J DEFGRID3
* xyz 0 1
C -0.43994 1.15553 0.07604
C -0.86471 0.64758 1.50697
C -0.17698 -1.76073 0.32897
C 0.61541 0.12367 -0.44249
P -1.38740 -1.12406 1.44634
P 0.99060 0.31568 -2.18866
Br -3.02294 -0.93646 -0.00770
H -1.41505 1.08383 -0.56889
H -0.08341 2.20754 -0.04852
H -0.11438 0.62643 2.16193
H -1.68907 1.09942 2.13284
H -0.51919 -2.30258 -0.65262
H 0.72120 -2.18218 0.81593
H 1.50192 0.23061 0.21574
H 0.01072 1.38535 -2.57805
H 0.26366 -0.65003 -2.78771
*
```

Atomic charges from the Mulliken analysis, expressed in e, are listed below: -0.572 -0.974 -0.571 -0.210 0.063 -0.124 -0.226 0.285 0.434 0.470 0.340 0.316 0.378 0.359 0.031 0.000

No. 2
C4H9Cl | wB97M-V/def2-TZVPD

calculated total energy = -16813.98666 eV

ORCA input file:
```
! wB97M-V def2-TZVPD RIJCOSX def2/J DEFGRID3
* xyz 0 1
C 0.77469 -1.58987 -0.23986
C 0.33050 1.18933 -0.85691
C -1.10626 0.18490 1.04116
C 0.24606 0.34326 0.37583
Cl -2.42519 -0.01857 -0.16995
H 1.70061 -1.66267 0.28139
H -0.02297 -2.11212 0.17819
H 0.84701 -1.33659 -1.31277
H 1.01256 0.67137 -1.40494
H 0.53675 2.26850 -0.67524
H -0.53036 1.35236 -1.48774
H -1.18257 -0.68897 1.68420
H -1.37483 1.01814 1.64508
H 1.19401 0.38094 0.94153
*
```

Atomic charges from the Mulliken analysis, expressed in e, are listed below: -0.931 -1.220 -0.649 -0.081 -0.206 0.295 0.336 0.288 0.385 0.301 0.360 0.366 0.372 0.385

In order of appearance, E_LUMO = 0.446; 0.997 eV.
In order of appearance, HOMO = -8.46; -8.94 eV.
In order of appearance, gap between HOMO and LUMO = 8.9066; 9.9407 eV.